Entry 1:
The following is a DFT calculation (wB97M-V/def2-TZVPD) of a cluster of 3 separate species, C37H55NO10S2 in total in a non-equilibrium geometry.

```
105
Properties=species:S:1:pos:R:3:forces:R:3:mulliken_charge:R:1
C 3.742 1.632 0.184 -0.2512 -0.4724 -0.6517 -0.61
O 3.250 2.713 -0.589 0.5913 0.0576 0.2261 -0.32
C 4.126 3.841 -0.484 -1.0755 0.3885 0.2139 -0.74
C 3.724 4.676 0.747 0.9803 0.3094 -0.2552 -0.55
C 2.629 5.730 0.481 -0.0041 -0.6849 0.4557 -0.97
C 1.507 5.259 -0.464 -0.2956 0.7730 0.6703 0.04
C 0.585 6.378 -0.874 -0.5456 0.7790 -0.3522 0.25
C -0.521 6.272 -1.628 0.3736 -0.7081 0.3284 0.36
C -0.952 4.947 -2.209 0.0529 0.6480 -1.1108 -0.62
C -2.157 4.999 -3.186 -0.1082 -0.9804 0.3401 -0.92
C -3.388 4.295 -2.564 -0.3232 0.6663 -0.0568 -0.71
S -4.697 5.544 -2.221 -0.5020 -0.7859 0.2355 -0.23
C -5.240 5.038 -0.575 0.3412 0.0646 -0.2350 0.16
S -4.229 5.223 0.685 -0.0678 0.0933 0.0824 -0.16
N -6.553 4.532 -0.507 0.9287 -0.1429 0.9085 0.50
C -6.635 3.184 -1.026 -0.6418 0.4422 -0.9435 -0.41
C -5.877 2.127 -0.583 1.0630 0.2286 1.1469 0.38
C -6.032 0.865 -1.100 -0.0702 -0.8734 -0.1145 -1.09
C -6.964 0.638 -2.088 -0.0933 -0.3691 -0.4050 -0.37
C -7.703 1.699 -2.566 -0.5092 -0.2974 -0.5864 -0.66
C -7.539 2.955 -2.043 -0.5007 0.6397 -0.2055 -0.09
C -7.200 4.721 0.782 0.0183 0.4243 -0.9090 -0.18
C -7.048 3.882 1.849 0.5122 -1.2322 0.5408 0.29
C -7.691 4.126 3.045 -0.0549 -0.1874 -0.0452 -0.95
C -8.486 5.240 3.140 -0.6320 0.2855 1.2256 -0.30
C -8.619 6.105 2.086 -0.3978 0.9323 -0.4894 -0.70
C -7.983 5.852 0.896 0.2037 0.0312 -0.4945 -0.21
C -1.154 7.621 -1.756 -1.2067 0.8005 -0.3008 0.42
O -2.126 7.994 -2.359 0.9953 -0.6211 0.4722 -0.52
O -0.422 8.536 -0.999 0.3316 -1.4892 -0.4202 -0.33
C 0.692 7.839 -0.537 1.1657 1.2187 0.8666 -0.13
O 1.570 8.457 0.012 -0.8057 -0.8436 -0.4310 -0.55
H 4.599 1.179 -0.340 0.0203 0.0838 0.3014 0.27
H 2.948 0.879 0.208 0.1096 0.1303 0.1541 0.08
H 4.025 1.905 1.207 -0.0613 0.0697 -0.1378 0.35
H 3.930 4.448 -1.376 0.3367 -0.1552 -0.0004 0.38
H 5.180 3.540 -0.478 -0.1534 -0.0695 0.0536 0.40
H 3.496 4.008 1.584 -0.2095 0.0420 -0.1994 0.37
H 4.622 5.229 1.062 -0.1927 -0.0910 0.0771 0.35
H 2.151 5.939 1.446 0.1147 0.2032 -0.1748 0.34
H 3.094 6.670 0.180 -0.1355 -0.2097 -0.3026 0.47
H 1.854 4.709 -1.343 -0.0216 0.1404 0.0488 0.25
H 0.872 4.571 0.112 0.1680 -0.1817 -0.2736 0.26
H -0.089 4.580 -2.785 -0.0281 0.0638 0.2157 0.40
H -1.089 4.205 -1.416 -0.1111 0.2348 0.0165 0.43
H -2.376 6.027 -3.476 -0.0814 -0.1524 0.1323 0.63
H -1.919 4.462 -4.111 0.1894 0.0814 0.1979 0.33
H -3.840 3.545 -3.219 0.1447 0.1555 -0.0471 0.48
H -3.158 3.802 -1.617 0.0500 0.1632 -0.0984 0.28
H -5.148 2.265 0.212 -0.0250 0.1569 -0.1540 0.44
H -5.458 0.019 -0.736 0.1061 0.2503 0.1081 0.40
H -7.110 -0.351 -2.510 0.0728 0.0587 0.1062 0.40
H -8.423 1.554 -3.365 0.0687 -0.0485 0.0921 0.39
H -8.136 3.773 -2.434 0.1431 0.0328 0.1370 0.41
H -6.420 3.002 1.804 -0.0140 0.1033 -0.2337 0.23
H -7.579 3.439 3.875 0.0133 0.0921 -0.0473 0.39
H -9.027 5.460 4.057 0.1295 -0.0967 -0.0393 0.37
H -9.222 7.006 2.151 -0.0255 -0.1685 0.2140 0.37
H -8.063 6.508 0.035 -0.0785 -0.0017 0.1409 0.43
C 3.816 -2.428 -1.850 -0.0659 -0.0749 0.0870 -0.91
O 2.728 -3.000 -1.157 -0.0740 -0.0190 -0.2115 -0.05
C 1.850 -2.019 -0.630 0.1717 -0.2900 0.0783 -0.46
C 0.478 -2.606 -0.375 -0.1295 0.1079 0.0379 -0.57
O -0.322 -2.731 -1.545 0.1133 -0.0237 0.0413 -0.50
C 0.031 -3.771 -2.449 -0.2150 0.0853 -0.0985 -0.37
C -0.317 -5.156 -1.946 0.3848 -0.1088 -0.0119 -0.65
O 0.670 -5.603 -1.032 0.0089 0.0909 0.2072 -0.07
C 0.214 -6.649 -0.205 0.0427 0.0637 -0.1266 -0.66
H 4.416 -1.798 -1.184 0.0322 0.0642 -0.0728 0.32
H 4.437 -3.238 -2.228 -0.0118 -0.0281 0.0660 0.25
H 3.462 -1.836 -2.702 0.0616 0.0945 0.0392 0.36
H 1.758 -1.177 -1.328 -0.0273 0.0264 0.0240 0.35
H 2.277 -1.659 0.316 -0.1178 0.1666 0.0135 0.36
H -0.067 -1.912 0.269 -0.0063 0.0450 -0.0646 0.43
H 0.545 -3.556 0.160 0.1815 -0.0373 -0.0754 0.15
H 1.081 -3.704 -2.737 0.0577 -0.1535 0.1261 0.13
H -0.564 -3.581 -3.345 -0.0477 0.0234 0.0496 0.41
H -0.341 -5.856 -2.792 -0.1861 0.0407 -0.0483 0.41
H -1.302 -5.135 -1.466 -0.0262 0.0229 -0.0392 0.38
H -0.637 -6.321 0.404 -0.0718 -0.0884 -0.0397 0.35
H 1.028 -6.922 0.462 0.0104 -0.0235 -0.0401 0.06
H -0.068 -7.525 -0.799 -0.0841 -0.0270 0.0655 0.31
C 4.367 -6.405 -0.437 0.0964 0.1163 0.0535 -0.31
O 4.821 -6.354 0.900 -0.0074 -0.2677 -0.0458 -0.28
C 3.770 -6.068 1.805 0.3827 0.1793 -0.0667 0.03
C 4.121 -6.527 3.204 -0.1310 0.0040 0.0816 -0.61
O 3.954 -7.924 3.405 0.0545 0.0338 -0.0488 -0.48
C 4.926 -8.776 2.810 -0.1188 -0.1182 0.1250 -0.37
C 6.269 -8.746 3.510 0.1770 0.1306 -0.3434 -0.58
O 7.017 -7.611 3.107 -0.1050 0.1545 0.1434 -0.23
C 8.040 -7.295 4.024 -0.0569 -0.0206 -0.1449 -0.79
H 3.938 -5.444 -0.742 -0.1307 -0.0671 -0.0394 -0.10
H 5.221 -6.634 -1.073 0.0433 0.0175 0.0650 0.30
H 3.620 -7.198 -0.560 -0.0789 0.0782 -0.0515 0.30
H 2.850 -6.567 1.481 -0.0374 0.0188 0.0641 -0.17
H 3.610 -4.981 1.801 -0.2240 -0.0121 0.0792 0.40
H 3.421 -6.052 3.895 -0.0524 -0.0631 -0.0199 0.43
H 5.124 -6.203 3.490 0.0675 -0.0047 -0.1944 0.22
H 5.026 -8.575 1.742 0.1779 0.1160 0.0262 0.16
H 4.519 -9.784 2.915 -0.0205 0.0257 0.0626 0.40
H 6.841 -9.643 3.235 -0.0888 -0.1204 0.1428 0.43
H 6.113 -8.734 4.595 -0.0312 -0.0490 0.0027 0.35
H 7.618 -7.057 5.008 0.0707 -0.0792 0.0576 0.33
H 8.565 -6.417 3.652 -0.0114 -0.0298 -0.0558 0.24
H 8.752 -8.123 4.117 0.0210 0.0176 0.1061 0.32
```
Forces are in eV/Å.

Results
Gap between HOMO and LUMO   0.283 Ha
Electronic energy   -82891.786 eV
Energy relative to the best compared isomer or geometry (same formula, charge and spin)   0.000 eV
Structure (SMILES)   COCCCCC1=C(CCCSC(=S)N(c2ccccc2)c2ccccc2)C(=O)OC1=O.COCCOCCOC.COCCOCCOC
Charge   0

=====

Entry 2:
The following is a DFT calculation (wB97M-V/def2-TZVPD) of a structure of composition C37H56CrGe2N4O4P.

```
105
Properties=species:S:1:pos:R:3:forces:R:3:mulliken_charge:R:1
Cr 0.655 -0.388 -0.331 0.4363 0.2062 0.0364 -0.77
C -1.344 4.588 -2.714 -0.0143 0.0361 -0.0033 -0.69
C -0.991 4.138 -1.451 0.0156 -0.0462 0.0452 -1.52
C -0.456 2.868 -1.291 -0.0341 0.0740 -0.0518 1.20
C -0.267 2.066 -2.410 0.0173 -0.1159 0.0146 -1.49
C -0.618 2.509 -3.687 -0.0317 0.1068 0.0822 0.01
C -1.160 3.773 -3.827 0.0134 -0.0593 -0.0319 -0.87
N 0.281 0.760 -2.203 0.0045 -0.0353 -0.0754 2.51
N 0.692 0.217 -3.246 -0.0592 0.0501 -0.0060 -0.53
C 1.331 -1.029 -3.096 0.0155 0.0260 -0.1077 -0.59
C 1.851 -1.610 -4.235 0.0369 -0.0821 0.0877 -0.55
C 2.604 -2.769 -4.087 -0.0145 0.0352 -0.0419 -0.70
C 2.817 -3.274 -2.817 0.0054 -0.0223 0.0234 -0.91
C 2.239 -2.635 -1.730 -0.0456 -0.0041 0.0319 -0.97
N 1.487 -1.542 -1.869 -0.0834 0.1201 0.0540 1.92
H -1.770 5.575 -2.836 0.0023 -0.0024 0.0017 0.46
H -1.133 4.773 -0.587 -0.0058 0.0034 -0.0067 0.53
H -0.180 2.504 -0.314 -0.0026 0.0293 -0.0416 0.17
H -0.486 1.871 -4.546 0.0154 -0.0411 -0.0078 0.55
H -1.448 4.124 -4.808 0.0006 0.0052 0.0048 0.46
H 1.684 -1.145 -5.196 -0.0143 0.0194 0.0080 0.60
H 3.033 -3.254 -4.954 0.0053 -0.0061 0.0095 0.47
H 3.421 -4.156 -2.654 -0.0015 0.0005 -0.0144 0.55
H 2.364 -2.988 -0.715 0.0092 -0.0022 -0.0044 0.45
C -0.382 -5.179 2.059 -0.0308 -0.0396 -0.0113 -1.36
C 0.203 -3.795 1.757 -0.0350 0.0524 0.0562 -0.14
Ge -0.888 -2.944 0.380 0.0166 -0.0937 -0.0209 0.37
C -0.809 -3.704 -1.436 -0.0800 0.0123 -0.0486 0.02
C -1.842 -4.833 -1.547 -0.0400 -0.0133 -0.0013 -1.44
C -2.748 -2.848 0.860 0.0333 -0.1651 0.0185 -0.17
C -3.425 -1.757 0.504 -0.0169 -0.0074 0.0242 0.18
Ge -2.312 -0.248 -0.017 0.0097 0.0504 0.0167 -0.41
C -2.173 0.990 1.496 -0.1177 0.0480 0.0035 -0.56
C -1.829 0.288 2.804 0.0275 -0.0265 0.0105 -1.20
C -3.016 0.432 -1.714 -0.0915 -0.0730 0.0103 -0.44
C -2.960 -0.578 -2.857 0.0300 -0.0258 -0.0153 -1.07
C -4.898 -1.666 0.498 -0.0109 0.0615 0.0195 0.00
C -5.558 -0.498 0.881 -0.0517 -0.0173 -0.0139 0.36
C -6.942 -0.435 0.878 0.0045 0.0086 0.0023 -1.01
C -7.686 -1.534 0.472 -0.0074 -0.0102 -0.0072 -0.44
C -7.040 -2.697 0.074 -0.0008 0.0022 0.0014 -0.86
C -5.657 -2.763 0.085 -0.0198 -0.0020 0.0023 -0.47
H 0.164 -5.644 2.881 0.0089 0.0073 -0.0047 0.42
H -0.304 -5.850 1.201 -0.0054 0.0054 0.0076 0.30
H -1.430 -5.133 2.359 0.0072 0.0128 -0.0045 0.33
H 1.239 -3.852 1.435 0.0016 -0.0008 -0.0563 0.22
H 0.172 -3.156 2.641 0.0186 0.0047 -0.0149 0.36
H 0.188 -4.080 -1.661 0.0304 0.0123 0.0644 0.34
H -1.042 -2.920 -2.159 0.0437 0.0004 0.0060 0.00
H -1.682 -5.618 -0.806 0.0005 0.0133 -0.0057 0.29
H -1.782 -5.300 -2.531 0.0080 0.0026 0.0003 0.45
H -2.858 -4.457 -1.422 0.0158 -0.0027 0.0086 0.29
H -3.257 -3.725 1.259 -0.0081 0.0065 -0.0031 0.59
H -3.182 1.416 1.539 0.0193 0.0268 0.0305 0.90
H -1.497 1.813 1.284 0.0303 -0.0413 -0.0406 0.14
H -2.571 -0.467 3.061 0.0077 -0.0103 -0.0121 0.36
H -1.789 1.003 3.627 -0.0105 -0.0031 0.0011 0.47
H -0.853 -0.201 2.744 -0.0001 0.0083 0.0076 -0.02
H -2.624 1.404 -1.994 0.0467 0.0025 0.0383 0.29
H -4.062 0.588 -1.418 0.0129 0.0118 -0.0259 0.80
H -1.933 -0.789 -3.166 -0.0033 0.0095 -0.0048 0.04
H -3.491 -0.204 -3.733 -0.0091 0.0028 0.0093 0.48
H -3.425 -1.525 -2.574 0.0074 0.0013 0.0055 0.29
H -4.996 0.365 1.217 0.0276 -0.0002 -0.0006 0.42
H -7.441 0.472 1.194 -0.0020 -0.0041 -0.0018 0.42
H -8.766 -1.483 0.463 0.0020 -0.0014 0.0008 0.42
H -7.616 -3.553 -0.251 -0.0058 0.0065 0.0023 0.43
H -5.160 -3.668 -0.244 0.0091 0.0111 0.0029 0.32
C 1.980 4.666 3.380 -0.0072 0.0027 0.0347 -1.68
C 2.285 3.185 3.366 0.0088 0.0113 -0.1359 1.50
C 3.634 2.868 3.972 0.0088 0.0138 0.0391 -1.51
C 1.158 2.361 3.952 -0.0146 -0.0073 0.0580 -1.26
O 2.394 2.872 1.880 0.0242 -0.0194 -0.0195 0.45
P 2.172 1.550 1.139 0.0176 -0.2141 0.1565 -1.04
O 2.983 0.426 1.900 -0.0651 0.0446 0.0369 -0.12
O 0.731 1.114 0.984 -0.0829 0.0792 -0.0879 0.33
O 2.707 1.678 -0.315 -0.0348 0.0132 -0.0476 0.58
C 3.953 2.316 -0.861 -0.0391 -0.0463 0.0216 1.54
C 3.665 3.798 -0.981 0.0527 0.0327 -0.0130 -1.27
C 4.111 1.655 -2.216 0.0296 0.0093 0.0023 -1.42
C 5.112 2.013 0.065 0.0313 0.0250 0.0132 -1.40
H 1.952 5.017 4.411 -0.0084 -0.0063 -0.0032 0.45
H 1.013 4.869 2.920 0.0059 0.0028 -0.0126 0.37
H 2.752 5.223 2.851 0.0004 -0.0001 -0.0003 0.34
H 3.616 3.136 5.029 0.0015 -0.0066 -0.0074 0.52
H 4.419 3.452 3.491 -0.0021 -0.0040 -0.0045 0.35
H 3.869 1.808 3.891 0.0010 -0.0039 -0.0065 0.17
H 1.019 2.653 4.993 0.0082 -0.0005 -0.0069 0.58
H 1.383 1.293 3.935 -0.0046 0.0114 -0.0147 0.22
H 0.225 2.543 3.420 -0.0030 -0.0043 -0.0027 0.26
H 2.806 3.974 -1.629 -0.0104 -0.0095 0.0185 0.23
H 4.531 4.295 -1.418 -0.0087 0.0001 -0.0073 0.48
H 3.476 4.242 -0.004 -0.0056 -0.0026 -0.0120 0.16
H 3.229 1.836 -2.833 0.0049 -0.0123 0.0050 0.19
H 4.267 0.581 -2.103 -0.0157 0.0013 -0.0065 0.31
H 4.975 2.073 -2.730 0.0029 0.0033 0.0127 0.53
H 4.969 2.469 1.046 0.0031 -0.0126 -0.0134 0.20
H 6.025 2.427 -0.362 -0.0053 -0.0032 -0.0030 0.54
H 5.250 0.938 0.187 -0.0028 -0.0021 -0.0043 0.27
C 3.423 -1.767 2.694 -0.0288 -0.0370 -0.0499 -1.45
C 2.600 -0.970 1.735 0.0250 0.0034 -0.0006 0.28
N 1.757 -1.351 0.912 -0.0275 -0.0342 -0.0131 0.29
H 3.031 -2.778 2.762 0.0064 -0.0036 -0.0046 0.32
H 3.429 -1.302 3.679 -0.0157 0.0062 0.0038 0.39
H 4.456 -1.809 2.344 0.0068 0.0307 0.0118 0.32
```
Forces are in eV/Å.

Results
Gap between HOMO and LUMO (alpha / beta)   0.210 / 0.227 Ha
Electronic energy   -204159.868 eV
Multiplicity   4
Energy relative to the best compared isomer or geometry (same formula, charge and spin)   1.076 eV
Charge   +2